(1)
Entry from the OMol25 dataset: a 7-piece molecular cluster, C14H39BF4N11O6 overall (ωB97M-V/def2-TZVPD).

Its charge is -1. The gap between HOMO and LUMO is 8.562 eV. For the calculated total energy, the calculation gives -55384.4503 eV. The LUMO energy comes out at 2.27 eV. As for the molar mass: 544.3 g mol⁻¹.

Last column: Mulliken charge in e.
Geometry (Å):
B1 -0.901 -1.663 -0.265  0.098
F1 -0.487 -2.855 -0.889  -0.529
F2 -0.898 -0.656 -1.278  -0.215
F3 -2.147 -1.713 0.301  -0.498
F4 0.021 -1.266 0.694  -0.038
C1 0.697 2.791 3.327  -1.510
C2 0.387 3.672 2.079  1.458
C3 1.289 4.935 2.112  -1.013
C4 2.769 4.675 1.814  -0.736
C5 2.903 4.027 0.380  -1.363
C6 2.062 2.734 0.262  1.812
N1 0.710 2.974 0.792  -0.153
O1 -0.188 1.978 0.562  -0.037
C7 2.047 2.440 -1.262  -1.839
C8 2.694 1.600 1.174  -1.362
C9 -1.135 4.170 2.100  -1.745
H1 1.751 2.566 3.486  0.309
H2 0.275 1.793 3.208  0.248
H3 0.256 3.139 4.261  0.461
H4 1.050 5.708 1.381  0.363
H5 1.247 5.275 3.148  0.410
H6 3.175 3.990 2.558  0.308
H7 3.289 5.629 1.727  0.393
H8 3.943 3.833 0.116  0.462
H9 2.551 4.813 -0.288  0.426
H10 3.074 2.487 -1.625  0.440
H11 1.563 1.504 -1.540  0.213
H12 1.470 3.188 -1.806  0.451
H13 3.231 1.941 2.059  0.270
H14 2.009 0.802 1.461  -0.053
H15 3.400 1.043 0.559  0.531
H16 -1.254 4.703 3.044  0.381
H17 -1.926 3.425 2.017  0.273
H18 -1.395 4.729 1.201  0.414
H19 0.113 1.245 1.103  0.130
C10 2.788 -3.181 1.429  0.412
O2 3.721 -3.798 1.743  -0.695
N2 2.569 -1.957 1.839  -0.262
N3 1.885 -3.621 0.586  -0.069
H20 3.358 -1.549 2.321  0.187
H21 1.728 -1.439 1.627  0.260
H22 1.034 -3.130 0.356  -0.215
H23 2.022 -4.482 0.077  0.164
C11 -0.785 -4.802 2.136  0.434
O3 -0.939 -5.707 2.874  -0.679
N4 -0.975 -4.785 0.831  -0.209
N5 -0.715 -3.546 2.616  -0.148
H24 -0.781 -3.927 0.335  0.454
H25 -1.354 -5.571 0.322  0.185
H26 -0.522 -2.728 2.056  0.103
H27 -0.629 -3.599 3.621  0.176
C12 -4.595 -2.911 -1.941  0.574
O4 -5.696 -3.141 -2.407  -0.765
N6 -3.578 -2.614 -2.651  -0.233
N7 -4.411 -2.811 -0.662  -0.277
H28 -2.677 -2.380 -2.258  0.064
H29 -3.780 -2.766 -3.629  0.166
H30 -5.099 -3.026 0.045  0.192
H31 -3.581 -2.318 -0.365  0.394
C13 1.994 -2.378 -3.475  0.446
O5 2.902 -2.870 -4.065  -0.700
N8 0.821 -2.107 -4.049  -0.369
N9 1.907 -2.077 -2.212  -0.225
H32 0.535 -2.644 -4.855  0.224
H33 0.054 -1.779 -3.479  0.212
H34 2.800 -2.240 -1.770  0.179
H35 1.109 -2.101 -1.593  0.212
C14 -3.216 0.980 -3.293  0.704
O6 -2.309 0.773 -4.121  -0.684
N10 -4.437 1.324 -3.584  -0.504
N11 -3.068 0.948 -1.976  -0.215
H36 -5.065 0.938 -2.892  0.215
H37 -4.731 1.336 -4.550  0.263
H38 -3.702 1.472 -1.391  0.200
H39 -2.230 0.560 -1.567  0.076

(2)
Entry from the OMol25 dataset: a 9-piece molecular cluster, C14H39F3N18O8PS overall (ωB97M-V/def2-TZVPD).

Its charge is +1. The gap between HOMO and LUMO is 6.812 eV. For the calculated total energy, the calculation gives -86630.1478 eV. As for the energy relative to the best compared isomer or geometry (same formula, charge and spin): 0.0 kcal/mol. The LUMO energy comes out at -4.25 eV. As for the molar mass: 707.6 g mol⁻¹.

Last column: Mulliken charge in e.
Geometry (Å):
N1 -0.008 2.532 5.153  -0.704
P1 -0.043 2.559 3.589  0.254
C1 -1.412 1.439 3.034  0.236
C2 -1.045 0.152 2.754  -0.588
N2 -1.984 -0.724 2.400  -0.004
S1 -1.467 -2.358 2.104  -0.147
C3 -3.279 -0.404 2.302  -0.373
C4 -3.681 0.867 2.552  -0.742
C5 -2.740 1.804 2.926  0.711
C6 -3.189 3.233 3.236  0.522
F1 -2.959 4.030 2.201  -0.214
F2 -2.612 3.679 4.335  -0.203
F3 -4.514 3.216 3.457  -0.282
H1 0.886 2.191 5.489  0.284
H2 -0.303 3.831 3.037  0.079
H3 1.160 2.086 3.025  0.185
H4 -0.017 -0.172 2.850  0.610
H5 -1.458 -2.852 3.364  0.208
H6 -3.960 -1.188 2.016  0.478
H7 -4.728 1.107 2.478  0.577
C7 2.541 -4.022 2.865  0.652
O1 2.674 -3.233 1.941  -0.677
N3 1.305 -4.476 3.256  -0.266
N4 3.591 -4.503 3.576  -0.324
H8 1.158 -5.118 4.011  0.173
H9 0.519 -4.127 2.746  0.063
H10 4.510 -4.204 3.305  0.202
H11 3.502 -5.160 4.328  0.155
C8 6.296 -5.721 1.457  0.673
O2 5.789 -5.621 2.567  -0.655
N5 7.079 -6.781 1.108  -0.437
N6 6.111 -4.783 0.486  -0.347
H12 7.502 -6.886 0.206  0.156
H13 7.232 -7.488 1.803  0.216
H14 5.530 -3.994 0.710  0.203
H15 6.513 -4.846 -0.429  0.174
C9 -2.254 7.539 0.374  0.683
O3 -1.129 7.170 0.680  -0.660
N7 -3.334 6.719 0.542  -0.332
N8 -2.514 8.767 -0.152  -0.396
H16 -4.277 6.970 0.315  0.155
H17 -3.143 5.809 0.912  0.219
H18 -1.734 9.385 -0.282  0.241
H19 -3.431 9.080 -0.407  0.164
C10 0.611 4.704 -2.575  0.521
O4 1.356 4.401 -3.490  -0.655
N9 -0.152 3.787 -1.897  -0.212
N10 0.452 5.979 -2.117  -0.314
H20 -0.768 4.036 -1.147  0.120
H21 -0.084 2.822 -2.170  0.138
H22 0.980 6.710 -2.555  0.188
H23 -0.160 6.201 -1.354  0.181
C11 -0.315 -0.429 -2.848  0.686
O5 -0.826 0.026 -1.825  -0.708
N11 0.136 -1.708 -2.938  -0.258
N12 -0.159 0.311 -3.977  -0.207
H24 0.545 -2.098 -3.770  0.087
H25 0.043 -2.291 -2.129  0.160
H26 -0.487 1.257 -3.955  0.104
H27 0.252 -0.037 -4.821  0.144
C12 1.342 -1.138 5.727  0.569
O6 0.552 -1.221 4.790  -0.578
N13 2.435 -1.939 5.827  -0.344
N14 1.175 -0.232 6.731  -0.405
H28 3.092 -1.885 6.581  0.155
H29 2.587 -2.612 5.094  0.247
H30 0.373 0.371 6.679  0.295
H31 1.803 -0.142 7.507  0.154
C13 0.529 -4.347 -6.206  0.685
O7 0.996 -4.178 -5.090  -0.636
N15 -0.046 -3.341 -6.930  -0.299
N16 0.545 -5.567 -6.821  -0.411
H32 -0.432 -3.468 -7.846  0.167
H33 -0.084 -2.430 -6.512  0.126
H34 0.959 -6.328 -6.317  0.222
H35 0.170 -5.733 -7.734  0.160
C14 -3.283 0.426 -6.233  0.623
O8 -2.161 -0.043 -6.155  -0.595
N17 -4.404 -0.356 -6.260  -0.387
N18 -3.512 1.772 -6.300  -0.396
H36 -5.335 0.008 -6.325  0.160
H37 -4.271 -1.349 -6.212  0.218
H38 -2.710 2.375 -6.284  0.214
H39 -4.425 2.178 -6.366  0.162

(3)
Entry from the OMol25 dataset: a 12-piece molecular cluster, C14H39N11O25 overall (ωB97M-V/def2-TZVPD).

As for the SMILES: C[N+](=O)[O-].C[N+](=O)[O-].C[N+](=O)[O-].C[N+](=O)[O-].C[N+](=O)[O-].C[N+](=O)[O-].C[N+](=O)[O-].C[N+](=O)[O-].C[N+](=O)[O-].C[N+](=O)[O-].C[N+](=O)[O-].COC(=O)OC. The gap between HOMO and LUMO is 10.299 eV. For the calculated total energy, the calculation gives -82696.8284 eV. The LUMO energy comes out at -0.55 eV. As for the molar mass: 761.5 g mol⁻¹.

Last column: Mulliken charge in e.
Geometry (Å):
C1 -0.837 -3.635 -3.328  -0.950
N1 0.371 -3.041 -3.842  0.768
O1 0.364 -2.813 -5.074  -0.514
O2 1.308 -2.655 -3.119  -0.416
H1 -1.684 -3.352 -3.953  0.371
H2 -0.989 -3.410 -2.272  0.296
H3 -0.689 -4.711 -3.414  0.363
C2 -1.260 1.997 2.819  0.112
N2 -2.029 1.144 3.773  0.970
O3 -3.277 1.347 3.771  -0.560
O4 -1.454 0.354 4.524  -0.536
H4 -1.224 2.996 3.253  0.319
H5 -1.763 2.056 1.853  -0.054
H6 -0.246 1.603 2.745  -0.261
C3 -3.990 1.009 -4.052  -0.359
N3 -5.474 0.990 -3.622  0.950
O5 -6.307 1.273 -4.470  -0.613
O6 -5.776 0.619 -2.526  -0.511
H7 -3.460 0.845 -3.114  -0.143
H8 -3.843 2.022 -4.427  0.360
H9 -3.693 0.182 -4.697  0.324
C4 0.018 3.639 -3.028  -0.299
N4 -0.620 3.454 -4.369  0.958
O7 -1.251 2.443 -4.597  -0.494
O8 -0.474 4.297 -5.227  -0.571
H10 0.995 4.122 -2.996  0.310
H11 0.124 2.630 -2.631  -0.222
H12 -0.707 4.158 -2.400  0.332
C5 0.884 -2.491 3.401  -0.056
N5 1.644 -2.919 4.653  0.868
O9 1.035 -3.436 5.602  -0.531
O10 2.835 -2.574 4.539  -0.508
H13 0.680 -3.339 2.748  0.308
H14 1.506 -1.755 2.891  -0.286
H15 -0.042 -1.980 3.663  0.233
C6 1.419 3.466 5.921  -0.759
N6 2.413 2.478 5.352  0.847
O11 3.488 2.364 5.924  -0.508
O12 2.167 2.000 4.287  -0.474
H16 0.447 2.980 6.007  0.255
H17 1.416 4.137 5.062  0.306
H18 1.776 4.002 6.801  0.310
C7 -5.722 -2.488 -1.549  -0.848
N7 -4.555 -2.084 -2.357  0.932
O13 -3.459 -1.842 -1.837  -0.450
O14 -4.799 -1.967 -3.532  -0.521
H19 -5.985 -3.535 -1.702  0.302
H20 -6.476 -1.738 -1.787  0.312
H21 -5.469 -2.423 -0.491  0.317
C8 3.342 -0.078 -3.330  -0.329
N8 2.476 0.672 -4.223  0.932
O15 1.487 0.050 -4.602  -0.479
O16 2.618 1.903 -4.332  -0.578
H22 4.264 -0.235 -3.891  0.361
H23 2.753 -0.973 -3.131  -0.063
H24 3.532 0.512 -2.434  0.234
C9 -5.207 2.378 0.119  -0.988
N9 -3.856 1.931 -0.222  1.081
O17 -3.431 0.904 0.211  -0.470
O18 -3.210 2.714 -0.880  -0.543
H25 -5.836 1.516 -0.105  0.305
H26 -5.570 3.286 -0.360  0.281
H27 -5.240 2.414 1.208  0.324
C10 5.211 -0.374 4.636  -0.465
N10 6.333 0.656 4.491  0.940
O19 6.699 0.930 3.330  -0.550
O20 6.678 1.167 5.511  -0.522
H28 4.384 0.057 5.202  0.192
H29 5.655 -1.213 5.172  0.370
H30 4.736 -0.732 3.723  0.026
C11 3.099 -3.352 -0.228  -0.711
N11 3.557 -4.080 -1.433  1.024
O21 4.363 -3.476 -2.128  -0.547
O22 3.188 -5.225 -1.602  -0.576
H31 3.839 -2.644 0.146  0.303
H32 2.945 -4.080 0.568  0.336
H33 2.202 -2.800 -0.511  0.173
C12 -0.631 0.051 -1.785  -1.038
O23 0.632 0.384 -1.217  -0.040
C13 0.935 0.127 0.025  0.680
O24 0.155 -0.420 0.777  -0.581
O25 2.184 0.487 0.300  -0.335
C14 2.687 0.307 1.651  -0.460
H34 -1.403 0.584 -1.230  0.506
H35 -0.832 -1.020 -1.780  0.241
H36 -0.662 0.232 -2.859  0.366
H37 3.071 -0.691 1.862  0.083
H38 2.037 0.662 2.450  0.173
H39 3.482 1.049 1.724  0.367

(4)
Entry from the OMol25 dataset: a 10-piece molecular cluster, C14H40F36N4O4P6 overall (ωB97M-V/def2-TZVPD).

Its charge is -2. The gap between HOMO and LUMO is 6.971 eV. For the calculated total energy, the calculation gives -182908.8534 eV. The LUMO energy comes out at 0.09 eV. As for the molar mass: 1198.3 g mol⁻¹.

Last column: Mulliken charge in e.
Geometry (Å):
C1 -1.930 4.227 -6.060  -1.502
C2 -2.542 3.091 -6.842  0.308
C3 -3.919 2.520 -6.276  -0.824
O1 -4.393 1.435 -7.041  -0.362
C4 -5.554 0.761 -6.609  -0.742
N1 -2.843 3.617 -8.240  -0.251
H1 -3.546 2.998 -8.619  0.335
H2 -3.186 4.567 -8.246  0.358
H3 -2.050 3.456 -8.845  0.346
H4 -1.533 3.814 -5.133  0.389
H5 -2.665 4.953 -5.712  0.433
H6 -1.129 4.697 -6.631  0.424
H7 -1.867 2.236 -6.890  0.318
H8 -4.716 3.263 -6.298  0.371
H9 -3.827 2.165 -5.250  0.514
H10 -6.429 1.397 -6.746  0.316
H11 -5.476 0.384 -5.590  0.308
H12 -5.773 -0.093 -7.250  0.262
C5 0.006 -0.475 1.852  -1.592
C6 0.417 -0.163 0.434  0.404
C7 -0.701 0.060 -0.641  -0.727
O2 -0.204 0.096 -1.944  -0.268
C8 0.146 -1.119 -2.539  -0.692
N2 1.359 1.024 0.515  -0.243
H13 2.147 0.923 1.140  0.362
H14 1.698 1.128 -0.431  0.365
H15 0.928 1.910 0.736  0.367
H16 0.913 -0.738 2.398  0.405
H17 -0.657 -1.340 1.846  0.399
H18 -0.563 0.213 2.476  0.428
H19 0.963 -1.022 0.043  0.109
H20 -1.215 0.977 -0.353  0.430
H21 -1.428 -0.728 -0.447  0.400
H22 0.665 -0.952 -3.483  0.250
H23 -0.754 -1.694 -2.756  0.319
H24 0.894 -1.615 -1.920  0.286
C9 -5.831 -4.187 5.609  -0.923
C10 -7.282 -4.164 6.059  0.437
O3 -8.181 -4.375 5.261  -0.417
N3 -7.491 -3.704 7.516  -0.158
H25 -6.684 -3.117 7.674  0.366
H26 -8.262 -3.055 7.583  0.383
C11 -7.556 -4.819 8.604  -0.715
H27 -5.731 -5.012 4.905  0.341
H28 -5.100 -4.252 6.415  0.355
H29 -5.611 -3.253 5.092  0.336
H30 -6.517 -5.149 8.626  0.319
H31 -8.233 -5.634 8.346  0.336
H32 -7.842 -4.495 9.604  0.339
C12 9.271 -1.410 1.739  -1.009
C13 7.947 -1.313 0.942  0.548
O4 6.865 -1.112 1.519  -0.411
N4 7.988 -1.289 -0.594  -0.142
H33 7.757 -0.378 -0.962  0.357
H34 8.939 -1.459 -0.889  0.384
C14 7.074 -2.405 -1.231  -0.801
H35 9.263 -0.809 2.648  0.334
H36 10.082 -0.922 1.198  0.375
H37 9.464 -2.445 2.021  0.290
H38 7.338 -3.391 -0.849  0.356
H39 7.266 -2.362 -2.303  0.369
H40 6.054 -2.289 -0.865  0.348
P1 3.935 -5.926 -7.298  1.135
F1 2.802 -7.018 -6.919  -0.355
F2 3.707 -5.153 -5.931  -0.332
F3 4.988 -6.867 -6.537  -0.351
F4 5.108 -4.896 -7.791  -0.347
F5 4.117 -6.917 -8.582  -0.356
F6 2.660 -4.977 -7.922  -0.394
P2 -0.306 -6.676 0.979  1.142
F7 0.688 -7.835 1.418  -0.356
F8 -0.231 -6.070 2.466  -0.349
F9 0.969 -5.947 0.332  -0.348
F10 -1.239 -5.414 0.604  -0.364
F11 -0.608 -7.352 -0.448  -0.355
F12 -1.598 -7.540 1.407  -0.371
P3 4.433 4.140 5.499  1.152
F13 3.827 2.656 5.227  -0.354
F14 3.086 4.520 6.394  -0.360
F15 5.121 3.566 6.895  -0.377
F16 5.126 5.589 5.858  -0.361
F17 5.792 3.706 4.687  -0.357
F18 3.666 4.769 4.177  -0.344
P4 5.761 3.983 -2.567  1.142
F19 4.346 4.541 -2.097  -0.337
F20 6.414 5.373 -2.059  -0.361
F21 5.928 3.425 -1.092  -0.337
F22 7.191 3.338 -2.938  -0.358
F23 4.975 2.591 -3.027  -0.378
F24 5.682 4.745 -4.030  -0.367
P5 -4.746 1.632 7.518  1.154
F25 -4.147 0.072 7.655  -0.394
F26 -4.695 1.516 5.878  -0.358
F27 -6.287 1.115 7.537  -0.363
F28 -5.194 3.218 7.435  -0.366
F29 -4.784 1.574 9.082  -0.329
F30 -3.275 2.319 7.488  -0.342
P6 -2.784 7.261 0.312  1.132
F31 -3.876 8.476 0.058  -0.383
F32 -3.689 6.617 1.494  -0.352
F33 -3.516 6.368 -0.751  -0.336
F34 -1.597 6.181 0.576  -0.356
F35 -1.891 7.986 -0.788  -0.342
F36 -2.080 8.136 1.486  -0.364

(5)
Entry from the OMol25 dataset: C14H41BN3O9V2 as an isolated structure (ωB97M-V/def2-TZVPD).

Its charge is -1. The gap between HOMO and LUMO is 6.594 eV. For the calculated total energy, the calculation gives -90130.1690 eV. As for the energy relative to the best compared isomer or geometry (same formula, charge and spin): 0.0 kcal/mol. The LUMO energy comes out at 2.28 eV. As for the molar mass: 508.2 g mol⁻¹.

Last column: Mulliken charge in e.
Geometry (Å):
O1 1.984 -0.919 -2.429  -0.570
V1 1.912 0.513 -1.793  0.688
O2 3.279 1.292 -2.234  -0.397
O3 -2.562 2.042 -2.127  -0.612
V2 -1.582 1.080 -2.949  0.662
O4 -2.426 -0.077 -3.620  -0.630
O5 -1.861 2.518 -4.887  -0.671
C1 -0.535 2.768 -5.273  -0.527
C2 0.543 2.681 -4.129  -0.699
O6 0.659 1.551 -3.310  -0.627
H1 -0.426 3.673 -5.870  0.345
H2 -0.307 1.945 -5.951  0.232
H3 0.347 3.575 -3.537  0.328
H4 1.551 2.961 -4.435  0.478
B1 -0.565 -0.026 -0.965  1.243
H5 -0.577 -0.566 -1.899  0.028
H6 -1.364 -0.344 -0.314  -0.507
H7 0.400 -0.146 -0.499  -0.130
H8 -0.775 1.020 -1.129  0.107
C3 0.896 -2.649 2.195  -1.053
C4 0.102 -3.435 1.162  0.992
C5 -0.028 -4.913 1.367  -1.047
O7 -0.698 -5.511 0.207  -0.281
C6 -0.517 -6.904 0.286  -0.786
N1 -1.227 -2.913 1.036  -0.787
H9 1.976 -2.775 2.116  0.129
H10 0.456 -2.984 3.134  0.417
H11 0.711 -1.580 2.308  0.086
H12 0.620 -3.376 0.205  0.102
H13 -0.607 -5.198 2.245  0.381
H14 1.011 -5.194 1.545  0.403
H15 -0.826 -7.173 -0.724  0.266
H16 -1.134 -7.403 1.034  0.281
H17 0.505 -7.257 0.418  0.321
H18 -1.218 -2.075 0.472  0.201
H19 -1.747 -3.598 0.507  0.332
C7 -1.282 3.473 0.921  -1.025
C8 -1.722 2.311 1.818  0.578
C9 -3.070 1.691 1.405  -0.590
O8 -3.507 0.634 2.268  -0.382
C10 -4.778 0.255 1.785  -0.827
N2 -0.751 1.209 1.809  -0.070
H20 -0.281 3.871 1.089  0.098
H21 -2.024 4.245 1.121  0.506
H22 -1.255 3.148 -0.119  -0.042
H23 -1.844 2.736 2.815  0.377
H24 -2.884 1.313 0.400  0.013
H25 -3.899 2.395 1.332  0.447
H26 -5.626 0.906 2.003  0.314
H27 -5.092 -0.671 2.266  0.312
H28 -4.774 0.021 0.720  0.318
H29 -0.797 0.752 0.910  -0.828
H30 -1.143 0.462 2.365  0.534
C11 2.517 3.131 1.654  -1.563
C12 2.747 2.145 0.516  0.284
C13 3.136 0.774 1.137  -0.853
O9 3.070 -0.139 0.064  0.119
C14 3.875 -1.280 0.222  -0.927
N3 1.553 2.117 -0.282  0.591
H31 2.130 4.103 1.346  0.370
H32 3.440 3.317 2.202  0.445
H33 1.748 2.669 2.273  0.329
H34 3.598 2.436 -0.099  0.461
H35 2.464 0.355 1.887  0.303
H36 4.157 0.877 1.503  0.527
H37 3.530 -1.938 -0.576  0.224
H38 3.673 -1.787 1.165  0.312
H39 4.935 -1.034 0.154  0.304
H40 1.354 3.051 -0.610  0.318
H41 0.830 1.850 0.371  -0.672

The lowest calculated total energy belongs to which entry? C14H40F36N4O4P6

What is the gap between HOMO and LUMO in the first record? 8.562 eV

The lowest molar mass belongs to which entry? C14H41BN3O9V2